46
Properties=species:S:1:pos:R:3:mulliken_spin:R:1 method="wB97M-V/def2-TZVPD" homo_energy_ha="-0.5300 / -0.5343" relative_energy_ev=0.0000 total_charge=+2 lumo_ev="-9.86 / -9.89" spin_multiplicity=7 homo_lumo_gap_ev="4.56 / 4.65"
I 1.106 -2.522 -2.495 -0.188
I -0.846 2.850 -0.615 -0.071
Eu 0.603 0.499 -2.025 6.402
P 2.633 0.149 0.103 -0.033
C 3.252 -0.752 1.563 -0.002
C 4.057 -0.059 -1.060 0.002
H 4.996 0.249 -0.573 0.000
H 3.927 2.055 0.947 0.000
H 3.884 0.552 -1.962 -0.001
H 2.617 2.579 -0.192 0.000
H 3.046 -1.825 1.439 0.000
H 4.104 -1.113 -1.371 -0.001
C 2.884 1.897 0.632 0.004
H 4.333 -0.566 1.657 -0.001
H 2.191 2.103 1.461 -0.004
H 2.738 -0.414 2.473 -0.001
P -2.203 -0.071 -3.082 -0.070
C -3.592 -1.190 -2.650 -0.004
C -3.132 1.452 -3.523 -0.005
H -0.918 -0.179 -5.150 -0.001
H -2.652 -0.584 -5.430 0.000
H -1.519 -1.785 -4.685 -0.002
C -1.791 -0.723 -4.757 -0.002
H -2.421 2.243 -3.799 0.000
H -3.808 1.236 -4.364 -0.003
H -4.409 -1.122 -3.385 -0.002
H -3.965 -0.907 -1.657 0.000
H -3.700 1.807 -2.653 0.000
H -3.225 -2.223 -2.597 0.000
C -1.054 -1.162 -0.463 -0.021
O -1.719 -2.010 -0.055 0.005
C -1.360 2.294 2.806 -0.005
C -0.679 1.025 3.108 -0.008
C 0.178 0.822 4.265 -0.227
C 0.557 -0.541 4.222 0.204
C -0.091 -1.097 3.073 0.027
C -0.042 -2.506 2.639 0.006
N -0.785 -0.134 2.416 -0.003
H -0.693 2.950 2.228 0.008
H -1.628 2.794 3.747 0.004
H -2.274 2.116 2.230 0.000
H 0.357 1.570 5.015 0.005
H 1.123 -1.141 4.916 -0.006
H 0.502 -3.082 3.398 -0.004
H -1.051 -2.937 2.543 -0.002
H 0.468 -2.599 1.666 0.001

=====

88
Properties=species:S:1:pos:R:3:lowdin_charge:R:1 method="wB97M-V/def2-TZVPD" homo_energy_ha="-0.5834 / -0.6172" relative_energy_ev=2.4672 total_charge=+3 lumo_ev="-10.15 / -10.58" homo_lumo_gap_ev="5.73 / 6.21"
C -2.307 0.002 -1.390 -0.320
C -0.678 -1.628 -1.604 -0.365
C -2.923 -0.453 -2.549 0.028
C -1.065 -1.924 -2.918 0.020
C -2.284 -1.431 -3.331 0.027
H -3.869 0.010 -2.847 0.145
H -0.514 -2.725 -3.438 0.152
H -2.743 -1.762 -4.261 0.141
N -1.202 -0.589 -0.900 -0.018
P -1.803 2.215 0.399 1.044
P 0.698 -2.362 0.700 1.105
C -2.952 1.183 -0.691 -0.234
H -3.395 1.907 -1.418 0.105
H -3.825 0.871 -0.070 0.110
C 0.117 -2.645 -0.989 -0.232
H 1.025 -2.814 -1.542 0.074
C 2.687 -2.490 1.190 -0.595
C -0.214 -4.037 0.996 -0.643
C -1.079 3.459 -0.826 -0.673
C -2.930 2.952 1.732 -0.676
C 3.239 -1.212 1.850 -0.095
H 2.785 -0.996 2.828 0.073
H 4.322 -1.351 2.036 0.116
H 3.115 -0.331 1.207 0.049
C 2.955 -3.652 2.156 -0.078
H 2.449 -3.517 3.123 0.091
H 2.682 -4.624 1.727 0.071
H 4.039 -3.695 2.366 0.116
C 3.438 -2.715 -0.119 -0.085
H 4.515 -2.786 0.104 0.114
H 3.119 -3.632 -0.632 0.089
H 3.333 -1.869 -0.807 0.062
C -0.254 -4.450 2.459 -0.071
H -0.751 -3.680 3.066 0.049
H -0.843 -5.380 2.496 0.115
H 0.747 -4.656 2.857 0.068
C -1.672 -3.834 0.491 -0.067
H -2.137 -2.967 0.986 0.057
H -1.704 -3.671 -0.600 0.082
H -2.261 -4.747 0.648 0.117
C 0.540 -5.056 0.105 -0.055
H 0.935 -4.597 -0.821 0.064
H 1.390 -5.544 0.601 0.089
H -0.187 -5.802 -0.246 0.114
C -2.092 3.919 2.584 -0.072
H -2.678 4.207 3.465 0.112
H -1.153 3.476 2.941 0.072
H -1.855 4.842 2.043 0.082
C -3.468 1.801 2.607 -0.090
H -4.114 1.121 2.037 0.086
H -2.671 1.216 3.082 0.047
H -4.081 2.238 3.409 0.115
C -4.135 3.706 1.156 -0.060
H -4.790 3.975 1.999 0.115
H -3.855 4.640 0.660 0.073
H -4.719 3.093 0.459 0.092
C -0.585 2.742 -2.085 -0.074
H -0.110 3.494 -2.751 0.122
H 0.170 1.972 -1.875 0.036
H -1.413 2.285 -2.658 0.094
C 0.075 4.184 -0.124 -0.079
H 0.865 3.498 0.205 0.052
H 0.504 4.905 -0.835 0.112
H -0.280 4.763 0.739 0.074
C -2.122 4.488 -1.273 -0.063
H -3.034 4.028 -1.676 0.092
H -2.387 5.189 -0.471 0.083
H -1.668 5.082 -2.083 0.115
Sn -0.405 0.150 1.167 1.040
C -1.791 -1.543 2.977 -0.082
O -2.756 -1.677 3.564 0.133
N 1.404 1.096 0.155 0.042
C 1.983 1.287 -0.917 -0.034
C 2.872 0.779 -1.949 -0.198
C 3.990 1.631 -2.113 -0.022
C 2.693 -0.219 -2.991 -0.017
C 4.714 1.665 -3.301 -0.036
H 4.265 2.405 -1.369 0.140
C 3.497 -0.205 -4.142 -0.038
H 1.926 -1.020 -2.953 0.100
C 4.501 0.764 -4.346 0.001
H 5.479 2.436 -3.414 0.130
H 3.337 -0.958 -4.923 0.127
H 5.078 0.782 -5.270 0.134
N 0.927 1.092 3.326 0.015
H 1.828 1.451 3.015 0.047
H 1.099 0.382 4.045 0.061
H 0.418 1.859 3.763 0.043